DFT (ωB97M-V/def2-TZVPD) results for a molecular structure, C30H23F3N8O3STi in a non-equilibrium geometry.

Results
* E_HOMO (alpha / beta): -0.3885 / -0.3889 Eh
* 2S+1: 2
* M: 680.5 g mol⁻¹
* F_max: 1.1 eV Å⁻¹
* LUMO (alpha / beta): -4.2 / -4.2 eV
* expectation value of S²: 0.753
* net charge: +1

```
69
C30H23F3N8O3STi (ωB97M-V/def2-TZVPD)
Ti 0.0496 -0.1998 0.1318
C 1.4719 -2.5132 3.7218
C 0.7616 -1.8679 4.7161
C 0.1227 -0.6644 4.4295
C 0.1912 -0.1825 3.1383
N 0.8418 -0.8365 2.1612
C 1.4828 -1.9670 2.4450
C -0.3489 1.1560 2.7202
C -0.7141 2.1660 3.6001
C -0.9605 3.4325 3.0853
C -0.8125 3.6947 1.7278
C -0.4887 2.6308 0.9010
N -0.3199 1.4071 1.4046
C -0.2573 2.7339 -0.5846
C -0.3047 3.9373 -1.2616
C -0.0547 3.9309 -2.6303
C 0.2457 2.7349 -3.2574
C 0.2935 1.5727 -2.5011
N 0.0510 1.5757 -1.1921
H 1.9740 -3.4506 3.9057
H 0.6873 -2.2948 5.7053
H -0.4284 -0.1413 5.1966
H 1.9879 -2.4505 1.6161
H -0.7606 1.9785 4.6620
H -1.2339 4.2354 3.7570
H -0.9560 4.6893 1.3386
H -0.5421 4.8587 -0.7539
H -0.0954 4.8559 -3.1888
H 0.4496 2.6844 -4.3165
H 0.5303 0.6082 -2.9359
N -1.4372 -1.5572 -2.9051
C -2.2047 -0.6038 -2.3633
N -2.0660 -0.1540 -1.1382
C -3.0565 0.8061 -0.8765
C -3.3364 1.3613 0.3686
C -4.3523 2.2957 0.4768
C -5.1094 2.6659 -0.6343
C -4.8852 2.0707 -1.8646
C -3.8630 1.1397 -1.9637
S -3.4383 0.1488 -3.3326
H -0.6624 -1.9342 -2.3763
H -1.6159 -1.9118 -3.8270
H -2.8033 1.0279 1.2476
H -4.5814 2.7195 1.4444
H -5.9031 3.3917 -0.5297
H -5.5083 2.3167 -2.7123
C 4.2456 1.6423 0.6629
C 2.8084 1.4045 1.0549
O 2.1653 0.5092 0.1376
H 4.7142 2.3135 1.3829
H 4.3161 2.0925 -0.3265
H 4.8192 0.7149 0.6583
H 2.2326 2.3317 1.0172
H 2.7286 0.9961 2.0685
H 2.7096 -0.2961 -0.0537
F 1.2514 -3.8255 -2.6867
C 2.1178 -2.8033 -2.7727
F 3.3320 -3.2861 -2.9781
F 1.7618 -2.0637 -3.8413
C 2.0419 -1.9392 -1.4911
O 3.0460 -1.7238 -0.8341
O 0.8741 -1.4534 -1.2884
N -1.1835 -1.6580 0.8740
C -1.8684 -2.5064 1.3017
C -2.6196 -3.4980 1.8585
C -3.8872 -3.8228 1.3029
N -4.9082 -4.0530 0.8282
C -2.0640 -4.1215 3.0088
N -1.5414 -4.5495 3.9410
```

=====

DFT (ωB97M-V/def2-TZVPD) results for a molecular structure, C30H23GeMnN4O2.

Results
* E_HOMO (alpha / beta): -0.3601 / -0.3965 Eh
* 2S+1: 6
* M: 599.1 g mol⁻¹
* F_max: 0.4 eV Å⁻¹
* LUMO (alpha / beta): -4.0 / -5.1 eV
* expectation value of S²: 8.823
* net charge: +1

```
61
C30H23GeMnN4O2 (ωB97M-V/def2-TZVPD)
Mn 0.3605 -1.2482 -0.3853
O 2.9454 -0.0682 -3.1983
C 2.0720 -0.5635 -2.5208
N 1.9275 -0.5121 -1.1687
C 2.8277 0.1224 -0.2761
C 3.9510 0.8581 -0.6184
C 4.7338 1.3839 0.4046
C 4.4065 1.1750 1.7313
C 3.2744 0.4462 2.0818
C 2.4833 -0.0672 1.0666
N 1.2830 -0.8024 1.2227
C 0.7112 -1.1416 2.4086
O 1.0803 -0.8552 3.5275
C -0.5417 -1.9564 2.2040
C -1.2734 -2.4025 3.2837
C -2.4534 -3.0873 3.0478
C -2.8667 -3.2938 1.7395
C -2.0756 -2.8268 0.7114
N -0.9228 -2.1845 0.9341
C 0.9666 -1.3597 -3.1678
C 0.9300 -1.5232 -4.5375
C -0.1004 -2.2652 -5.0897
C -1.0599 -2.8182 -4.2532
C -0.9585 -2.6064 -2.8945
N 0.0365 -1.8913 -2.3555
H 4.2115 1.0111 -1.6528
H 5.6152 1.9574 0.1495
H 5.0337 1.5826 2.5134
H 3.0093 0.2884 3.1146
H -0.9037 -2.1868 4.2761
H -3.0532 -3.4466 3.8734
H -3.7887 -3.8094 1.5144
H -2.3707 -2.9663 -0.3180
H 1.7116 -1.0667 -5.1280
H -0.1564 -2.4144 -6.1597
H -1.8761 -3.4074 -4.6450
H -1.6873 -3.0247 -2.2159
Ge -1.2186 1.2660 -0.7864
C -2.5668 0.9111 0.5424
C -2.3021 0.9350 1.9153
C -3.3010 0.6391 2.8303
C -4.5744 0.3024 2.3881
C -4.8479 0.2613 1.0265
C -3.8501 0.5581 0.1106
C 0.2246 2.4929 -0.5051
C 0.8411 2.6849 0.7344
C 1.9287 3.5339 0.8516
C 2.4251 4.1860 -0.2694
C 1.8350 3.9884 -1.5109
C 0.7450 3.1417 -1.6300
H -1.8160 1.3816 -2.1939
H -1.3176 1.2014 2.2837
H -3.0885 0.6812 3.8911
H -5.3559 0.0833 3.1042
H -5.8423 0.0116 0.6797
H -4.0806 0.5356 -0.9490
H 0.4831 2.1695 1.6175
H 2.3981 3.6775 1.8157
H 3.2788 4.8446 -0.1760
H 2.2251 4.4925 -2.3851
H 0.2948 2.9915 -2.6051
```

=====

DFT (ωB97M-V/def2-TZVPD) results for a molecular structure, C30H23IMnN3O5PSSbSe4 in a non-equilibrium geometry.

Results
* E_HOMO (alpha / beta): -0.3941 / -0.3939 Eh
* 2S+1: 2
* M: 1188.0 g mol⁻¹
* F_max: 2.9 eV Å⁻¹
* LUMO (alpha / beta): -6.0 / -6.1 eV
* expectation value of S²: 1.098
* net charge: +1

```
70
C30H23IMnN3O5PSSbSe4 (ωB97M-V/def2-TZVPD)
Mn 0.1968 -0.1963 0.8134
I -1.0489 -1.9117 2.4306
C 0.5778 -3.0535 3.3073
C 0.4893 -3.1960 4.6677
C 1.3504 -4.0639 5.3468
C 2.2172 -4.8358 4.6311
C 2.3298 -4.6967 3.2318
C 3.2073 -5.5420 2.5222
C 3.3575 -5.4180 1.1704
C 2.7128 -4.3724 0.5056
C 1.8413 -3.5150 1.1473
P 1.2946 -2.0875 0.1158
C 0.2782 -2.9305 -1.1594
C 0.8603 -3.6795 -2.1803
C 0.0685 -4.3223 -3.1143
C -1.3119 -4.2419 -3.0410
C -1.8995 -3.4881 -2.0398
C -1.1116 -2.8312 -1.1130
C 2.8506 -1.6169 -0.7041
C 2.8676 -1.1870 -2.0294
C 4.0466 -0.7248 -2.5893
C 5.2066 -0.6732 -1.8311
C 5.1901 -1.0807 -0.5054
C 4.0137 -1.5325 0.0638
C 1.5530 -3.7168 2.5267
H -0.2680 -2.6614 5.2168
H 1.2816 -4.1432 6.4186
H 2.8234 -5.5805 5.1243
H 3.7540 -6.2941 3.0708
H 4.0014 -6.0865 0.6207
H 2.9351 -4.2268 -0.5397
H 1.9336 -3.7477 -2.2718
H 0.5339 -4.8883 -3.9061
H -1.9255 -4.7498 -3.7683
H -2.9747 -3.4108 -1.9797
H -1.5916 -2.2129 -0.3657
H 1.9591 -1.2270 -2.6124
H 4.0651 -0.4047 -3.6193
H 6.1260 -0.3225 -2.2720
H 6.0886 -1.0396 0.0905
H 3.9981 -1.8387 1.1016
N 1.8921 1.2382 0.2932
N 1.4941 1.6134 -1.0131
C 0.3871 1.0378 -1.5792
O -0.1207 1.5986 -2.5523
O -0.0368 -0.0680 -1.1145
H 1.8406 2.0504 0.9198
H 2.8750 0.9393 0.2734
H 1.7304 2.5443 -1.3589
Se -2.7048 1.8787 -3.6853
Sb -1.2510 4.0577 -2.4978
Se 1.0263 4.6483 -2.9480
Se -3.0261 5.5764 -1.9074
Se -2.6279 0.0735 -2.4852
O 0.0820 0.9658 2.5385
C -0.8355 1.6431 2.0028
N -1.1804 1.2425 0.7841
S -1.9097 2.2294 -0.2703
O -3.0048 2.9211 0.7188
O -0.8520 3.2770 -0.4360
C -2.6751 3.2710 2.0024
C -3.4825 4.1927 2.6526
C -3.1822 4.5598 3.9506
C -2.0687 4.0359 4.5981
C -1.2592 3.1271 3.9521
C -1.5645 2.7189 2.6519
H -4.3326 4.6060 2.1325
H -3.8196 5.2626 4.4636
H -1.8491 4.3341 5.6118
H -0.3872 2.7113 4.4308
```

=====

DFT (ωB97M-V/def2-TZVPD) results for a molecular structure, C30H24AsBr4F9N4O6SSbTa.

Results
* E_HOMO (alpha / beta): -0.4282 / -0.4292 Eh
* 2S+1: 2
* M: 1436.8 g mol⁻¹
* F_max: 0.5 eV Å⁻¹
* LUMO (alpha / beta): -4.2 / -6.1 eV
* expectation value of S²: 0.771
* net charge: +1

```
81
C30H24AsBr4F9N4O6SSbTa (ωB97M-V/def2-TZVPD)
Ta -0.2191 0.3858 -1.2433
O -1.7038 -3.0701 -2.7013
S -1.3054 -1.7235 -2.7356
O -1.4041 -1.2034 -4.1663
O -2.0134 -0.7502 -1.8401
O 0.1135 -1.4359 -2.2728
Br 6.4457 -0.8755 -3.2758
C 4.8737 -0.6665 -2.2956
C 4.8246 -1.1112 -0.9248
Br 6.3219 -1.8874 -0.1548
C 3.6704 -0.9678 -0.1547
Br 3.5289 -1.4893 1.6381
C 2.5568 -0.4019 -0.7479
O 1.4092 -0.1988 -0.1500
C 2.5922 0.0499 -2.1182
O 1.5250 0.6016 -2.5228
C 3.7787 -0.0856 -2.8845
Br 3.7303 0.5500 -4.6321
C -0.2242 3.5970 -1.3930
N 0.1642 4.9143 -0.9664
C 1.5590 5.1559 -1.3319
N 2.4410 4.1841 -0.6797
C 2.0654 2.8583 -1.0957
N 0.6318 2.5165 -0.7331
C 0.5278 2.7224 0.7721
N 0.9019 4.0531 1.1685
C 0.0310 5.0183 0.4870
C 2.2867 4.3043 0.7691
H -0.0962 3.4946 -2.4707
H -1.2616 3.4080 -1.1290
H 1.8447 6.1607 -1.0231
H 1.6691 5.0757 -2.4141
H 2.7166 2.1356 -0.6006
H 2.1658 2.7745 -2.1753
H 1.1883 1.9907 1.2432
H -0.5036 2.5361 1.0618
H 0.3047 6.0251 0.8002
H -1.0058 4.8313 0.7695
H 2.9412 3.5845 1.2648
H 2.5733 5.3089 1.0780
F -0.5084 -7.2274 -0.8355
C -0.6363 -5.9630 -0.4194
C 0.4848 -5.1524 -0.4160
C 0.3468 -3.8408 0.0060
C -0.8959 -3.3677 0.4238
C -2.0057 -4.2060 0.4129
C -1.8792 -5.5195 -0.0122
Sb -1.0968 -1.3538 0.9636
C -3.0940 -1.1298 1.5752
C -3.4162 -1.4061 2.9029
C -4.7252 -1.2830 3.3422
C -5.6874 -0.8792 2.4363
F -6.9518 -0.7570 2.8548
C -5.3951 -0.5940 1.1160
C -4.0844 -0.7197 0.6835
C -0.0184 -1.2407 2.7683
C 0.1779 -0.0037 3.3791
C 0.9321 0.0969 4.5371
C 1.4799 -1.0580 5.0654
F 2.2148 -0.9675 6.1798
C 1.2908 -2.3006 4.4918
C 0.5357 -2.3866 3.3299
H 1.4353 -5.5498 -0.7446
H 1.2161 -3.1919 0.0080
H -2.9763 -3.8406 0.7260
H -2.7248 -6.1926 -0.0378
H -2.6513 -1.7163 3.6045
H -5.0037 -1.4924 4.3657
H -6.1846 -0.2791 0.4477
H -3.8458 -0.4965 -0.3466
H -0.2679 0.8950 2.9684
H 1.0937 1.0445 5.0327
H 1.7257 -3.1774 4.9523
H 0.3876 -3.3543 2.8661
F -1.5984 1.3408 -0.3855
As -1.6027 0.5286 -4.8209
F -1.6595 2.1850 -5.1643
F -0.8536 1.1777 -2.9860
F -2.1625 -0.0614 -6.2858
F 0.0558 0.4717 -5.1849
F -3.0973 0.5979 -4.0199
```

=====

DFT (ωB97M-V/def2-TZVPD) results for a molecular structure, C30H24BaIN2PS2.

Results
* E_HOMO: -0.4844 Eh
* 2S+1: 1
* M: 771.9 g mol⁻¹
* F_max: 0.6 eV Å⁻¹
* LUMO: -5.6 eV
* net charge: +2

```
61
C30H24BaIN2PS2 (ωB97M-V/def2-TZVPD)
Ba 0.4762 0.3207 -0.0256
I -0.3046 -2.4230 -1.7607
C 1.1686 -3.7885 -2.4804
C 0.5779 -5.0101 -2.6332
C 1.2691 -6.0602 -3.2643
C 2.5064 -5.8152 -3.7656
C 3.1295 -4.5524 -3.6116
C 4.4091 -4.3786 -4.1883
C 5.0740 -3.1976 -4.0818
C 4.4940 -2.1683 -3.3293
C 3.2619 -2.2779 -2.7270
P 2.9116 -0.8905 -1.5691
C 3.2451 0.6174 -2.5387
C 3.6545 1.7893 -1.8922
C 3.7624 2.9818 -2.5981
C 3.4495 3.0190 -3.9490
C 3.0160 1.8657 -4.5925
C 2.9063 0.6725 -3.8929
C 4.2458 -1.0270 -0.3368
C 5.5505 -0.5618 -0.4950
C 6.4888 -0.7682 0.5050
C 6.1394 -1.4431 1.6697
C 4.8452 -1.9126 1.8370
C 3.9036 -1.6967 0.8396
C 2.4961 -3.4783 -2.9034
H -0.4346 -5.1775 -2.2943
H 0.7919 -7.0249 -3.3732
H 3.0448 -6.5875 -4.3013
H 4.8443 -5.2130 -4.7247
H 6.0464 -3.0587 -4.5345
H 5.0640 -1.2540 -3.2049
H 3.9212 1.7679 -0.8420
H 4.1070 3.8768 -2.0953
H 3.5531 3.9432 -4.5029
H 2.7713 1.8939 -5.6467
H 2.5830 -0.2238 -4.4090
H 5.8456 -0.0361 -1.3953
H 7.5008 -0.4072 0.3713
H 6.8793 -1.6068 2.4423
H 4.5748 -2.4524 2.7354
H 2.9011 -2.1011 0.9577
C 0.6572 -0.7879 3.8927
C -0.1185 0.4713 3.6595
N -0.3244 1.0154 2.4828
C -1.0670 2.1881 2.5832
C -1.4151 2.5095 3.8522
S -0.8110 1.3514 4.9463
C -1.4570 2.9375 1.3727
C -2.2290 4.0526 1.3513
S -2.4747 4.5716 -0.2518
C -1.5494 3.2712 -0.8381
N -1.0769 2.4944 0.1120
C -1.3150 3.0528 -2.3016
H 0.9249 -1.2593 2.9472
H 0.0744 -1.5037 4.4717
H 1.5752 -0.5843 4.4446
H -1.9870 3.3556 4.2003
H -2.6545 4.5921 2.1830
H -1.6984 3.8829 -2.8911
H -1.8226 2.1482 -2.6415
H -0.2484 2.9612 -2.5173
```

=====

DFT (ωB97M-V/def2-TZVPD) results for a molecular structure, C30H24Cl2N5O4OsPS2 in a non-equilibrium geometry.

Results
* E_HOMO (alpha / beta): -0.4128 / -0.5331 Eh
* 2S+1: 5
* M: 874.8 g mol⁻¹
* F_max: 4.9 eV Å⁻¹
* LUMO (alpha / beta): -6.5 / -8.8 eV
* expectation value of S²: 6.037
* net charge: +2

```
69
C30H24Cl2N5O4OsPS2 (ωB97M-V/def2-TZVPD)
Os 9.0946 10.1038 12.4360
O 10.2924 11.0865 16.2966
C 10.2158 10.4684 15.2333
O 9.1159 10.4587 14.4696
C 11.3752 9.7186 14.5060
P 11.2840 10.3109 12.7085
C 12.3613 9.2769 11.6158
C 12.7078 9.6497 10.3026
C 13.7072 9.0251 9.5505
C 14.4190 8.0113 10.2028
C 13.9033 7.4452 11.3754
C 12.9103 8.1703 12.1426
C 11.9699 11.9655 12.8511
C 12.2037 12.4632 14.1279
C 12.8492 13.7285 14.2451
C 13.2726 14.3966 13.1436
C 12.8756 13.9627 11.8871
C 12.1900 12.7694 11.7234
H 11.1010 8.6179 14.2792
H 12.3048 9.9066 15.0283
H 12.1404 10.4751 9.9001
H 13.8850 9.2653 8.5074
H 15.1842 7.4480 9.6267
H 14.4089 6.6798 11.9742
H 12.4658 7.8208 13.0651
H 12.0261 11.9045 15.0202
H 13.0123 14.1246 15.2295
H 13.7606 15.3664 13.1673
H 13.0322 14.6243 11.0517
H 11.8093 12.5370 10.7210
N 9.1069 12.0017 8.7890
C 9.2182 10.7300 8.2022
C 9.5820 10.4319 6.8752
C 9.8681 9.0341 6.6166
C 9.5305 8.0840 7.5966
C 9.0692 8.4377 8.9064
C 9.0274 9.7840 9.2366
N 8.8388 10.5511 10.4846
C 8.8945 11.8242 10.1255
C 8.8112 12.7696 11.1356
C 8.4065 14.0839 11.1289
S 8.2839 14.6807 12.7429
C 8.5059 13.1377 13.3538
N 8.7943 12.1843 12.4023
H 8.9680 12.8712 8.3798
H 9.7312 11.2204 6.1154
H 10.2708 8.6951 5.6918
H 9.6777 7.0604 7.3264
H 8.6576 7.6900 9.6338
H 8.2302 14.6243 10.1649
H 8.3997 12.8610 14.3683
Cl 4.1195 10.7106 10.8253
C 4.7408 9.6642 12.1589
Cl 3.6584 8.2751 12.3416
C 6.1609 9.2565 11.8002
O 6.3160 8.4799 10.8913
O 7.0174 9.9871 12.5490
H 4.7486 10.2628 13.0923
S 9.0938 7.8202 12.4906
C 8.8199 7.3045 14.1224
N 7.7948 7.9002 14.8329
C 7.2648 7.4281 15.9791
C 7.9332 6.3812 16.5565
C 9.1719 5.9545 15.9698
N 9.5870 6.3427 14.7141
H 7.3933 8.6445 14.2796
H 6.3517 7.8573 16.3277
H 7.4123 5.8617 17.4152
H 9.8252 5.2456 16.4333
```

=====

DFT (ωB97M-V/def2-TZVPD) results for a molecular structure, C30H24ClNO2PReS2 in a non-equilibrium geometry.

Results
* E_HOMO (alpha / beta): -0.4283 / -0.4363 Eh
* 2S+1: 4
* M: 747.3 g mol⁻¹
* F_max: 8.4 eV Å⁻¹
* LUMO (alpha / beta): -4.0 / -6.0 eV
* expectation value of S²: 3.773
* net charge: +1

```
62
C30H24ClNO2PReS2 (ωB97M-V/def2-TZVPD)
C -0.8846 -0.4445 2.2693
C -0.2649 0.6999 1.6786
C -1.3018 1.4949 1.0413
H 0.8007 0.8844 1.6943
C -2.5484 0.8170 1.2592
C -2.2882 -0.3871 1.9715
H -3.0572 -1.0984 2.2523
H -0.3799 -1.1814 2.8659
H -1.2063 2.4480 0.5367
H -3.5315 1.1516 0.9434
Re -1.1887 -0.4361 0.1842
Cl -1.9508 -1.2757 -1.8595
P 0.6644 0.9613 -1.2956
C -0.0032 2.5091 -2.0509
C 0.7576 3.6771 -2.2580
H 1.7661 3.7719 -1.8493
C 0.2383 4.7318 -3.0199
H 0.8411 5.6303 -3.1775
C -1.0438 4.6404 -3.5655
H -1.4544 5.4671 -4.1471
C -1.8127 3.4893 -3.3427
H -2.8197 3.4183 -3.7505
C -1.2988 2.4312 -2.5961
H -1.8913 1.5251 -2.4506
C 2.2677 1.6811 -0.6667
C 2.2445 2.4408 0.5216
H 1.3073 2.5972 1.0586
C 3.4000 3.0222 1.0349
H 3.3604 3.5334 1.9968
C 4.5986 2.9526 0.3136
H 5.5015 3.4173 0.7121
C 4.6228 2.2787 -0.9094
H 5.5457 2.2401 -1.4927
C 3.4735 1.6378 -1.3919
H 3.5285 1.1261 -2.3548
C 1.3036 0.1833 -2.8270
C 1.4148 0.8596 -4.0571
H 1.0408 1.8798 -4.1756
C 2.0303 0.2388 -5.1487
H 2.1001 0.7747 -6.0996
C 2.5403 -1.0549 -5.0232
H 3.0022 -1.5453 -5.8810
C 2.4394 -1.7290 -3.7972
H 2.8405 -2.7363 -3.6963
C 1.8208 -1.1208 -2.7066
H 1.7526 -1.6414 -1.7484
O -4.7737 -5.6910 2.4436
S -4.3163 -4.3540 2.7632
O -5.3079 -3.3371 3.0313
N -3.2525 -3.8308 1.6176
C -2.0208 -3.5978 2.0252
S -0.9097 -3.0384 0.8410
C -1.8413 -3.8716 3.4688
C -0.7245 -3.7489 4.3042
C -0.8467 -4.0185 5.6760
C -2.0652 -4.4584 6.2196
C -3.1671 -4.6464 5.3731
C -3.0443 -4.3257 4.0229
H 0.2296 -3.4567 3.8557
H 0.0174 -3.8925 6.3306
H -2.1452 -4.6533 7.2892
H -4.1102 -5.0396 5.7432
```